1.
Here is a molecular structure, C42H46As2ClN7O8Sc from OMol25. Energies are from ωB97M-V with the def2-TZVPD basis set.

The value obtained for the highest occupied orbital energy is -10.3 eV. For the energy above the lowest of the compared OMol25 structures with the same formula, charge and spin, the calculation gives 81.3 kJ/mol. The HOMO-LUMO gap is 7.5 eV. As for the total energy: -8305.6841 Eh. The LUMO energy comes out at -2.76 eV.

The geometry in ORCA input format:
```
! wB97M-V def2-TZVPD RIJCOSX def2/J DEFGRID3
* xyz 1 1
Sc 0.1549 0.0843 -0.0881
N 3.7894 -0.1423 2.6193
C 3.2803 -1.2747 3.2062
C 2.1426 -1.5683 2.5238
N 1.9417 -0.6431 1.5260
C 2.9523 0.1982 1.6188
C 3.0791 1.2958 0.6917
N 2.0607 1.6407 -0.0644
C 2.5550 2.5607 -0.9566
C 3.8706 2.7863 -0.7004
N 4.1991 1.9686 0.3530
H 4.5980 0.3684 2.9323
H 3.7573 -1.7526 4.0390
H 1.4670 -2.3830 2.6947
H 1.9509 2.9786 -1.7347
H 4.5902 3.4221 -1.1765
H 5.1180 1.8610 0.7481
C -5.5087 1.6416 -0.6014
C -5.4335 3.0063 0.0211
C -6.5617 3.5916 0.5887
C -6.5259 4.8682 1.1262
C -5.3467 5.5972 1.1048
C -4.2076 5.0292 0.5611
C -4.2482 3.7459 0.0298
N -3.0581 3.2093 -0.5488
C -2.2797 2.2447 0.0212
N -2.7533 1.7582 1.1747
C -2.3589 0.6531 1.9680
C -1.2999 -0.1857 1.6049
C -1.1107 -1.2673 2.4822
C -1.8708 -1.4908 3.6156
C -2.8921 -0.6102 3.9312
C -3.1609 0.4710 3.1127
C -4.2915 1.4066 3.4538
N -1.1544 1.8471 -0.5529
C -0.7777 2.6761 -1.6639
C -0.8781 2.1844 -2.9598
C -0.5346 2.9800 -4.0405
C -0.1090 4.2827 -3.8268
C -0.0220 4.7769 -2.5340
C -0.3446 3.9887 -1.4326
C -0.2126 4.5330 -0.0368
H -6.5454 1.3269 -0.6999
H -4.9891 0.8916 -0.0008
H -5.0523 1.6412 -1.5914
H -7.4903 3.0361 0.5916
H -7.4217 5.2973 1.5518
H -5.3111 6.5970 1.5113
H -3.2749 5.5778 0.5424
H -2.6408 3.7207 -1.3122
H -3.5777 2.2394 1.5045
H -0.3573 -2.0076 2.2540
H -1.6840 -2.3575 4.2343
H -3.5018 -0.7703 4.8116
H -4.7669 1.0979 4.3815
H -5.0681 1.4166 2.6842
H -3.9492 2.4350 3.5934
H -1.2107 1.1654 -3.1091
H -0.6020 2.5848 -5.0440
H 0.1536 4.9137 -4.6638
H 0.3133 5.7931 -2.3688
H 0.4240 5.4166 -0.0323
H 0.2156 3.7886 0.6361
H -1.1802 4.8221 0.3803
C 3.8627 -3.5365 -2.7247
O 2.5887 -3.3233 -2.1133
C 1.5399 -3.6274 -2.8861
O 1.6356 -4.0728 -3.9986
C 0.2658 -3.1884 -2.2245
C -0.8894 -3.2428 -2.9171
As -1.1255 -5.1148 -3.4392
C -2.8626 -5.2776 -4.3209
C -1.6949 -5.3153 -1.5023
C -1.2288 -4.6525 -0.4344
As 0.0304 -3.0862 -0.2899
C 1.5256 -4.1845 0.3558
C -1.5562 -5.0504 0.9642
O -1.2611 -4.3517 1.9103
O -2.1328 -6.2400 1.0780
C -2.5121 -6.6360 2.4033
C -2.7900 -6.3378 -1.3801
O -3.9346 -5.9908 -1.3033
O -2.4692 -7.6304 -1.5190
C -1.1009 -8.0331 -1.4597
C -2.1233 -2.5081 -2.5208
O -3.2185 -2.7692 -2.9410
O -1.9090 -1.4394 -1.7028
C -3.1319 -0.8184 -1.2732
H 4.5957 -3.3817 -1.9382
H 4.0078 -2.8183 -3.5304
H 3.9320 -4.5466 -3.1255
H -2.8507 -4.6190 -5.1893
H -3.6935 -5.0134 -3.6761
H -2.9457 -6.3101 -4.6638
H 1.7041 -5.0212 -0.3182
H 1.2329 -4.5608 1.3362
H 2.4286 -3.5864 0.4423
H -2.8365 -7.6682 2.3154
H -3.3293 -6.0071 2.7530
H -1.6645 -6.5460 3.0802
H -1.1097 -9.0724 -1.1389
H -0.5429 -7.4351 -0.7393
H -0.6366 -7.9588 -2.4467
H -2.8303 0.0452 -0.6890
H -3.7024 -1.5152 -0.6594
H -3.7272 -0.5237 -2.1361
Cl 1.1724 -0.2918 -2.1960
*
```

Löwdin population analysis, charges in e, atoms 1 to 6: 0.749 0.132 -0.040 -0.113 0.082 -0.260

=====

2.
Here is 2 unconnected molecules or ions with the total composition C42H46F2N4O2S at a distorted geometry from OMol25. Energies are from ωB97M-V with the def2-TZVPD basis set.

The value obtained for the highest occupied orbital energy is -6.1 eV. For the energy above the lowest of the compared OMol25 structures with the same formula, charge and spin, the calculation gives 39.7 kJ/mol. The HOMO-LUMO gap is 5.3 eV. As for the total energy: -2595.3683 Eh. The LUMO energy comes out at -0.77 eV.

The geometry in ORCA input format:
```
! wB97M-V def2-TZVPD RIJCOSX def2/J DEFGRID3
* xyz 0 1
C -3.6062 -3.7400 -1.5813
C -4.1022 -3.3362 -0.1979
C -4.9368 -4.5126 0.3216
C -4.8384 -1.9944 -0.2574
C -6.2167 -1.9725 -0.4618
C -6.8955 -0.7646 -0.6524
C -6.1991 0.4354 -0.6904
C -4.8074 0.4398 -0.5284
C -4.0141 1.7244 -0.7839
C -4.2508 2.7408 0.3226
C -4.3248 2.2612 -2.1810
C -4.1422 -0.7653 -0.2641
N -2.6979 -0.7721 -0.2457
N -2.0661 -1.2206 -1.3547
N -0.7668 -1.3865 -0.9913
C 0.2636 -1.3719 -2.0134
C 0.8334 -0.1455 -2.3781
C 0.1184 1.1441 -1.9881
C -0.9611 1.4658 -3.0127
C 1.0441 2.3162 -1.6774
C 2.0351 -0.1450 -3.0916
C 2.6058 -1.3486 -3.4972
C 1.9780 -2.5497 -3.2063
C 0.8014 -2.5843 -2.4574
C 0.1502 -3.9131 -2.0743
C 1.1349 -4.8914 -1.4329
C -0.5506 -4.5500 -3.2765
C -0.5677 -0.9420 0.3122
C 0.7760 -0.7796 0.8153
C 1.0779 0.4706 1.3815
C 2.3238 0.7480 1.8999
C 3.2915 -0.2458 2.0066
C 3.0462 -1.4872 1.4031
C 1.8514 -1.7239 0.7350
C -1.7720 -0.4097 0.7608
C -1.9652 0.4172 1.8587
H -2.9642 -2.9789 -2.0293
H -3.0420 -4.6793 -1.5270
H -4.4611 -3.8762 -2.2587
H -3.2336 -3.2109 0.4649
H -5.4766 -4.2792 1.2458
H -5.6463 -4.8258 -0.4587
H -4.2659 -5.3565 0.5256
H -6.7639 -2.9154 -0.5006
H -7.9706 -0.7779 -0.8500
H -6.7131 1.3813 -0.8963
H -2.9540 1.4494 -0.7595
H -3.8336 2.3651 1.2614
H -3.7660 3.6975 0.1036
H -5.3253 2.9066 0.4611
H -4.0926 1.4869 -2.9240
H -5.3904 2.5080 -2.2671
H -3.7225 3.1488 -2.4140
H -0.4120 0.9249 -1.0547
H -1.6645 0.6233 -3.0837
H -1.5240 2.3630 -2.7256
H -0.5104 1.6247 -4.0029
H 1.7885 2.0325 -0.9217
H 1.5519 2.6622 -2.5885
H 0.4539 3.1438 -1.2583
H 2.5187 0.8017 -3.3303
H 3.5553 -1.3434 -4.0374
H 2.4118 -3.4943 -3.5409
H -0.6182 -3.6473 -1.3386
H 1.7082 -4.4212 -0.6257
H 0.5944 -5.7427 -1.0013
H 1.8310 -5.2662 -2.1944
H -1.2595 -3.8496 -3.7373
H 0.1943 -4.8346 -4.0302
H -1.1015 -5.4499 -2.9741
H 0.3185 1.2513 1.3774
H 2.5185 1.7853 2.2307
H 4.2098 -0.0399 2.5489
H 3.8286 -2.2538 1.4442
H 1.7387 -2.6288 0.1388
H -1.1144 0.5372 2.5119
H -2.9803 0.7118 2.1277
F 0.4792 4.4308 4.7421
C 1.8082 4.3561 4.3413
F 2.6107 4.9285 5.3115
S 2.1517 2.6254 4.1012
N 3.9480 2.9580 3.6747
C 4.9184 2.9634 4.7144
O 4.7584 2.6898 5.8977
C 6.1960 3.3220 4.0276
C 5.9879 3.3607 2.6647
C 7.0712 3.5204 1.7972
C 8.3417 3.7738 2.3577
C 8.5392 3.7593 3.7573
C 7.4614 3.4620 4.6044
C 4.5496 3.1123 2.3998
O 3.9942 3.0265 1.3039
H 1.9513 4.8480 3.3657
H 6.9092 3.4415 0.7300
H 9.1990 3.9655 1.7015
H 9.5200 3.9630 4.1844
H 7.5392 3.3492 5.6905
*
```

Löwdin population analysis, charges in e, atoms 1 to 6: -0.083 -0.364 -0.085 -0.110 -0.030 -0.059

=====

3.
Here is a molecular structure, C42H46FN2NbO24 at a distorted geometry from OMol25. Energies are from ωB97M-V with the def2-TZVPD basis set.

The value obtained for the highest occupied orbital energy is -1.2 eV. The HOMO-LUMO gap is 2.3 eV. As for the total energy: -3699.9942 Eh. The LUMO energy comes out at 1.12 eV.

The geometry in ORCA input format:
```
! wB97M-V def2-TZVPD RIJCOSX def2/J DEFGRID3
* xyz -2 1
C -4.9419 3.1288 3.3942
O -3.5519 3.2734 3.4922
C -2.8735 3.3829 2.2362
C -1.5963 2.5489 2.1861
C -1.4492 1.7451 0.8871
Nb -2.6314 -0.2202 0.5903
C -4.6465 0.7841 0.0489
N -4.3819 1.7268 -1.0687
C -3.1782 -0.4671 2.7615
C -2.1238 -0.9304 3.7857
C -2.5587 -0.6738 5.2365
C -2.2074 0.7135 5.7498
N -0.7507 0.9161 5.8151
C -1.7777 -0.2062 -1.5800
C -2.3580 -0.8051 -2.7977
O -2.0806 -0.5925 -3.9522
F -3.3161 -1.7524 -2.5828
C -0.9884 -1.7593 0.9951
O -1.1451 -2.9886 1.1856
O 0.0577 -1.1134 0.9596
H -5.2167 2.1158 3.0846
H -5.3607 3.3134 4.3834
H -5.3785 3.8443 2.6874
H -2.6047 4.4380 2.1362
H -3.5457 3.1013 1.4209
H -1.5268 1.9473 3.0953
H -0.7606 3.2624 2.2418
H -1.7210 2.4310 0.0673
H -0.4046 1.4583 0.7397
H -3.5895 -1.7270 0.1677
H -5.3660 0.0515 -0.3139
H -5.1076 1.2801 0.9157
H -4.0251 2.6049 -0.7121
H -5.2452 1.9504 -1.5515
H -3.9508 -1.2453 2.7356
H -3.6503 0.4476 3.1499
H -1.1743 -0.4123 3.6243
H -1.9457 -1.9935 3.6645
H -3.6332 -0.8565 5.3442
H -2.0484 -1.3887 5.8941
H -2.5951 0.8305 6.7657
H -2.7018 1.4754 5.1380
H -0.4101 1.3884 4.9884
H -0.5163 1.4986 6.6064
H -1.6528 0.8524 -1.8299
H -0.7856 -0.6605 -1.5081
C -0.8786 -6.7224 -1.3967
C -0.2992 -5.8286 -0.5454
C 1.0840 -5.2405 -0.8394
O 1.5623 -4.4717 -0.0384
C 1.7668 -5.6626 -2.0575
C 1.1648 -6.5357 -2.8692
C -0.2055 -7.1133 -2.5820
O -0.6227 -7.9033 -3.4334
O 1.6828 -7.0041 -4.0032
O -0.8698 -5.4309 0.5396
H -1.8557 -7.1396 -1.1988
H 2.7478 -5.2542 -2.2577
H 0.9844 -7.6069 -4.3433
H -0.3786 -4.6760 0.9805
C 1.5439 5.6911 1.8420
C 2.7648 5.7994 1.3026
C 2.9850 6.1251 -0.1621
O 4.1486 6.2221 -0.5222
C 1.8405 6.2977 -1.0188
C 0.6133 6.1812 -0.4852
C 0.3925 5.8891 0.9894
O -0.7649 5.8397 1.3555
O -0.5083 6.3102 -1.1624
O 3.8967 5.6442 1.9735
H 1.3769 5.4575 2.8837
H 2.0060 6.5086 -2.0655
H -1.2317 6.1483 -0.5202
H 4.6100 5.7751 1.3164
C 3.0885 -1.7965 -2.1225
C 4.2888 -1.4277 -2.5807
C 4.4797 -0.7509 -3.9200
O 5.6362 -0.4513 -4.2123
C 3.3402 -0.4959 -4.7539
C 2.1201 -0.8589 -4.3089
C 1.9296 -1.5369 -2.9593
O 0.7911 -1.8192 -2.6767
O 1.0033 -0.6647 -4.9677
O 5.4360 -1.6071 -1.9262
H 2.9258 -2.2752 -1.1648
H 3.4938 -0.0097 -5.7073
H 0.2552 -0.9759 -4.4023
H 6.1235 -1.2305 -2.5097
C 6.5391 2.5811 -5.7473
C 7.8167 2.9868 -5.7420
C 8.2242 4.4065 -6.0854
O 9.4181 4.6575 -6.0328
C 7.2033 5.3585 -6.4514
C 5.9237 4.9554 -6.4588
C 5.5147 3.5370 -6.0966
O 4.3202 3.3070 -6.1355
O 4.8992 5.7245 -6.7738
O 8.8469 2.2111 -5.4418
H 6.2433 1.5687 -5.4948
H 7.5031 6.3650 -6.7058
H 4.1041 5.1575 -6.6774
H 9.6384 2.7803 -5.5151
C -3.9160 -6.1083 5.4823
C -4.6880 -5.1736 4.9166
C -4.1964 -4.2867 3.7859
O -5.0172 -3.4845 3.3741
C -2.8360 -4.4276 3.3024
C -2.0669 -5.3603 3.8873
C -2.5623 -6.2610 4.9969
O -1.7778 -7.0884 5.4415
O -0.7988 -5.5974 3.5699
O -5.9401 -4.9102 5.2595
H -4.2533 -6.7471 6.2867
H -2.4833 -3.7718 2.4961
H -0.5060 -6.3186 4.1565
H -6.2043 -4.1789 4.6556
*
```

Löwdin population analysis, charges in e, atoms 1 to 6: -0.141 -0.212 -0.227 -0.277 -0.320 1.590

=====

4.
Here is a molecular structure, C42H47BF6N2O3S at a distorted geometry from OMol25. Energies are from ωB97M-V with the def2-TZVPD basis set.

The value obtained for the highest occupied orbital energy is -5.8 eV. For the energy above the lowest of the compared OMol25 structures with the same formula, charge and spin, the calculation gives 321.0 kJ/mol. The HOMO-LUMO gap is 4.0 eV. As for the total energy: -2985.9322 Eh. The LUMO energy comes out at -1.79 eV.

The geometry in ORCA input format:
```
! wB97M-V def2-TZVPD RIJCOSX def2/J DEFGRID3
* xyz 0 1
C 5.6406 -0.7626 5.4667
C 4.4550 -0.8112 4.5756
C 3.2180 -1.3524 4.8930
C 2.2915 -1.3864 3.8410
C 2.8853 -0.9177 2.6847
B 1.8912 2.0671 -0.0554
C 2.4944 -0.6341 1.4065
C 3.3330 -1.0898 0.3510
C 3.2206 -2.4734 0.3083
C 4.3414 -3.3497 -0.1793
F 3.8709 -4.4277 -0.8882
F 5.2015 -2.7109 -1.0241
F 5.0785 -3.8652 0.8569
C 2.0855 -3.1309 0.8554
C 0.9905 -2.3984 1.1585
C -0.2648 -3.0539 1.6568
F 0.0440 -4.1206 2.4512
F -1.0325 -2.1701 2.3823
F -1.0873 -3.5267 0.6561
C 1.0781 -0.9195 1.1255
O 1.3418 2.3309 1.1804
C 2.2827 2.9520 2.2468
C 3.1894 3.9279 1.4836
C 2.2974 4.8774 0.6835
C 4.0383 4.7484 2.4457
C 4.0984 3.1435 0.5416
O 3.2396 2.1338 -0.2468
S 4.5204 -0.3127 2.9463
H 5.3255 -1.0037 6.4851
H 6.3935 -1.4973 5.1532
H 6.1169 0.2230 5.4592
H 3.0022 -1.7030 5.8900
H 1.2460 -1.6581 3.8890
H 4.1488 -0.5930 -0.1772
H 2.0688 -4.2156 0.9916
H 0.4283 -0.4291 1.8445
H 1.6387 3.5227 2.9289
H 2.8462 2.1728 2.8079
H 2.9178 5.5542 0.0875
H 1.6160 4.3244 0.0242
H 1.6937 5.4463 1.3979
H 4.6605 5.4697 1.8994
H 3.4014 5.3255 3.1265
H 4.6998 4.1214 3.0567
H 4.5791 3.8079 -0.1874
H 4.8839 2.5926 1.0758
C -5.6972 0.0611 -2.6045
N -4.6108 0.7632 -1.9296
C -4.9251 1.5460 -0.8430
O -6.0309 2.0451 -0.6399
C -3.7141 1.6093 0.0632
C -4.0401 0.8408 1.3480
C -4.6635 -0.4926 0.9998
C -6.0557 -0.6586 0.9830
C -6.6097 -1.8634 0.5464
C -5.7796 -2.9058 0.1183
C -4.3929 -2.7659 0.2196
C -3.8399 -1.5818 0.7124
N -2.6803 0.9779 -0.7457
C -1.4347 0.7636 -0.2049
C -0.6137 -0.2870 -0.4882
C 0.8624 -0.3705 -0.2362
C 1.3972 -1.1671 -1.4521
C 2.4119 -0.6261 -2.2504
C 2.9641 -1.3462 -3.3124
C 2.4497 -2.6015 -3.6402
C 1.3628 -3.1128 -2.9215
C 0.8047 -2.3644 -1.8749
C -3.1929 0.4210 -2.0101
C -2.5698 0.9911 -3.3532
C -2.6732 2.5246 -3.3753
C -3.3321 0.4253 -4.5545
C -1.1235 0.5339 -3.4468
H -6.1747 -0.6726 -1.9256
H -6.4508 0.8076 -2.9138
H -5.2913 -0.4633 -3.4744
H -3.4359 2.6618 0.2191
H -3.1418 0.7337 1.9677
H -4.7706 1.4591 1.8816
H -6.7011 0.1772 1.2762
H -7.6957 -1.9763 0.5229
H -6.2118 -3.8401 -0.2517
H -3.7276 -3.5739 -0.0848
H -2.7636 -1.4937 0.8894
H -1.1244 1.4904 0.5528
H -1.0662 -1.2232 -0.8418
H 1.4847 0.7707 -0.2611
H 2.7828 0.3716 -1.9997
H 3.8014 -0.8977 -3.8676
H 2.9097 -3.1736 -4.4494
H 0.9513 -4.0882 -3.2087
H -0.0797 -2.8089 -1.3968
H -3.0789 -0.6841 -2.0342
H -2.0976 2.9741 -2.5566
H -2.2646 2.8951 -4.3301
H -3.7204 2.8532 -3.3083
H -3.3665 -0.6731 -4.5202
H -4.3513 0.8248 -4.6164
H -2.8254 0.7125 -5.4911
H -1.0612 -0.5612 -3.3602
H -0.7015 0.8284 -4.4222
H -0.5110 0.9826 -2.6591
*
```

Löwdin population analysis, charges in e, atoms 1 to 6: -0.118 -0.608 -0.128 -0.065 -0.466 -0.462